9
Properties=species:S:1:pos:R:3:nbo_charge:R:1 method="wB97M-V/def2-TZVPD" spin_multiplicity=1 energy_ha=-267.162707 e_above_lowest_ev=0.818 homo_energy_ha=-0.39035 fmax_ev_per_a=3.47
C -1.15998 -0.22708 -0.11962 0.79
O -2.37197 -0.27925 0.06497 -0.55
C 0.85648 -0.51119 0.08433 -0.08
H 0.13972 1.25454 -1.09815 0.24
O -0.31617 -1.29458 -0.11347 -0.48
H -0.08514 1.50944 0.76844 0.25
C 0.00594 0.78210 -0.06278 -0.55
H 1.66187 -0.67675 -0.66224 0.19
H 1.26926 -0.55722 1.13852 0.19